102
Properties=species:S:1:pos:R:3:forces:R:3:lowdin_spin:R:1 method="wB97M-V/def2-TZVPD" relative_energy_kcal_mol=0.0 homo_lumo_gap_ev="3.60 / 3.60" e_tot_ha=-4606.95446 total_charge=-3 e_lumo_ev="4.63 / 4.63" multiplicity=5
Cr -22.33150 31.83613 11.76694 2.22 -0.29 1.78 3.820
Cs -24.00548 32.27631 15.86035 0.69 0.47 -0.21 0.001
S -21.87189 34.22071 13.95304 1.63 2.42 -1.16 0.008
O -23.10756 34.98739 13.72465 -1.16 0.65 -1.09 0.004
O -20.66515 34.64260 13.31297 0.53 1.73 -1.96 0.004
O -21.62373 34.18422 15.33494 -0.04 -0.07 6.22 0.000
O -22.08847 32.83885 13.58370 -2.23 -4.46 -2.33 0.032
S -18.91940 31.51289 11.25122 5.74 1.17 2.22 0.005
O -18.55468 30.19502 10.70048 0.08 -0.15 -1.06 0.000
O -20.32569 31.60994 11.50008 -6.69 -0.44 0.25 0.041
O -18.22360 31.57838 12.56614 -0.34 0.32 -0.73 0.003
O -18.60090 32.66372 10.39898 0.55 -0.40 -0.85 0.004
S -23.94259 29.89543 12.97654 4.41 1.33 -1.64 0.011
O -22.45773 30.09982 12.97050 0.30 -2.14 0.91 0.030
O -24.33855 28.79586 12.16267 -1.11 -1.64 -0.26 0.001
O -24.42317 29.84797 14.33434 -1.33 -0.05 0.85 0.002
O -24.25230 31.15312 12.27194 -2.48 2.56 -1.29 0.030
C -24.98830 25.39096 13.13463 -0.08 -2.06 0.09 0.000
C -25.49063 25.35612 11.69738 -2.31 3.13 -0.28 0.000
C -27.09896 25.74482 11.78754 2.24 0.94 -0.50 0.000
O -27.86100 24.91326 12.61533 -0.34 -1.52 -0.30 0.000
C -29.25994 25.06824 12.41345 0.94 -0.89 0.88 0.000
N -24.75107 26.44708 10.87203 -1.66 -2.01 1.26 0.000
H -25.53925 24.71875 13.79243 -0.15 -0.86 -0.28 0.000
H -25.13386 26.27582 13.75425 0.67 0.83 -1.00 0.000
H -23.98150 24.98125 13.05343 0.39 0.60 0.75 0.000
H -25.41090 24.44206 11.10895 0.20 -0.33 0.65 0.000
H -27.52604 25.84793 10.79000 -0.02 -0.32 -0.27 0.000
H -27.17960 26.72959 12.24779 0.46 0.57 -0.19 0.000
H -29.73587 24.17909 12.82698 0.01 -0.08 0.30 0.000
H -29.52798 25.02982 11.35762 -0.02 0.79 -0.11 0.000
H -29.56042 25.91557 13.02976 -0.58 0.43 -0.64 0.000
H -24.74604 27.23414 11.50496 -0.30 0.72 -0.15 0.000
H -23.78346 26.17533 10.97195 0.46 -0.41 -0.48 0.000
C -20.51866 27.33618 11.54000 -0.94 -2.32 1.27 0.000
C -20.48400 27.26722 10.01780 1.09 0.54 0.24 0.000
C -21.76082 26.66583 9.31570 2.33 0.86 0.87 0.000
O -22.01966 25.29395 9.60415 0.06 0.13 0.17 0.000
C -20.90909 24.46352 9.28984 -0.77 -0.07 0.56 0.000
N -20.29020 28.64269 9.64031 -2.09 -0.38 -2.43 0.000
H -20.73923 26.39909 12.05119 -0.49 -1.04 -0.27 0.000
H -21.35447 27.94096 11.89181 0.25 0.63 -0.22 0.000
H -19.62284 27.53456 12.12843 0.34 1.10 -0.91 0.000
H -19.56838 26.83736 9.61164 0.09 -0.87 0.33 0.000
H -21.63222 26.70660 8.23408 -0.06 0.65 -0.12 0.000
H -22.45898 27.40296 9.71234 -1.16 -0.84 -0.38 0.000
H -20.11891 24.55866 10.03459 0.05 -0.06 0.11 0.000
H -20.45304 24.62261 8.31270 -0.18 0.43 -0.31 0.000
H -21.32877 23.45756 9.29399 0.22 -0.17 0.11 0.000
H -19.52806 29.09418 10.12548 0.81 0.54 0.34 0.000
H -21.11256 29.14535 9.94225 -0.15 0.47 0.10 0.001
C -27.60914 32.83728 12.21628 -1.35 0.08 -0.82 0.000
C -26.87602 33.97239 12.86269 0.10 -0.85 -0.07 0.000
C -27.68513 34.68460 13.95207 1.14 0.75 0.28 0.000
O -29.00748 35.15048 13.73245 -1.48 -0.19 -1.63 0.000
C -29.11032 36.03675 12.60260 1.30 0.62 0.39 0.000
N -25.65018 33.37632 13.40493 -0.03 0.81 -0.07 0.001
H -27.75048 31.97912 12.87330 0.15 0.16 0.30 0.000
H -27.16110 32.44309 11.30415 0.35 0.20 0.04 0.000
H -28.59949 33.20288 11.94492 -0.36 -0.20 -0.16 0.000
H -26.66109 34.81299 12.20292 0.21 -0.37 -0.86 0.000
H -27.08734 35.59293 14.02742 0.29 0.21 1.03 0.000
H -27.67411 34.10375 14.87434 -0.20 0.08 0.01 0.000
H -28.65621 35.67246 11.68109 0.01 -0.46 0.10 0.000
H -28.56809 36.94957 12.84929 0.58 0.19 0.10 0.000
H -30.06263 36.47671 12.30656 -0.78 -1.02 0.75 0.000
H -24.85873 33.98684 13.26013 0.59 1.33 0.97 0.000
H -25.29728 32.70805 12.73488 -0.58 -1.17 -0.05 0.001
C -27.44369 30.32904 15.39403 -0.30 -1.95 1.22 0.000
C -27.17976 29.04016 16.28114 0.98 1.60 -0.91 0.000
C -27.42136 27.71355 15.57604 -1.21 0.16 0.56 0.000
O -27.14894 26.74058 16.57546 -0.16 -1.48 0.65 0.000
C -27.47568 25.37364 16.25417 -0.50 1.10 -0.81 0.000
N -25.75628 29.12411 16.61810 -0.66 -0.55 0.20 0.000
H -27.13498 31.19633 15.97766 -0.41 0.08 0.02 0.000
H -28.50393 30.30768 15.14198 0.04 0.63 -0.35 0.000
H -26.76921 30.28166 14.53909 -0.34 -0.02 -0.22 0.000
H -27.71261 28.99772 17.23108 -0.61 0.24 -0.16 0.000
H -26.83321 27.51958 14.67907 0.23 0.29 -0.11 0.000
H -28.48276 27.71888 15.32802 -0.39 -0.44 -0.34 0.000
H -27.04443 24.63914 16.93435 0.81 0.46 -0.17 0.000
H -27.26872 25.24634 15.19159 0.52 -0.65 0.04 0.000
H -28.53627 25.13364 16.32930 -0.60 0.59 0.15 0.000
H -25.59405 28.12822 16.66258 1.30 -0.22 0.67 0.000
H -25.37997 29.38355 15.71744 0.88 0.03 -0.08 0.000
C -21.79482 27.03968 14.81774 -0.20 -0.47 0.47 0.000
C -22.73702 27.41879 15.96699 0.27 -1.92 -0.82 0.000
C -22.43694 26.57973 17.24117 1.28 1.09 -0.51 0.000
O -22.58011 25.14140 17.20799 -0.45 0.41 0.24 0.000
C -23.84371 24.66078 16.76276 -0.32 0.97 -0.45 0.000
N -22.61818 28.83968 16.18966 -0.24 -0.70 0.86 0.000
H -21.81218 25.96005 14.66879 0.14 -0.23 0.12 0.000
H -20.78525 27.35578 15.08030 0.08 0.12 -0.35 0.000
H -22.14261 27.45379 13.87134 0.23 0.41 0.16 0.000
H -23.69291 27.05946 15.58586 -0.87 0.54 0.06 0.000
H -22.80329 27.08479 18.13493 -1.17 -0.43 0.21 0.000
H -21.38367 26.82679 17.37411 0.50 -0.81 0.03 0.000
H -23.92355 23.57484 16.71297 0.84 -0.04 -0.12 0.000
H -24.05836 25.11367 15.79481 -0.05 -0.46 -0.31 0.000
H -24.71447 24.93515 17.35823 0.15 0.50 0.71 0.000
H -23.40101 29.07532 16.78275 -0.17 0.42 0.31 0.000
H -22.86512 29.23981 15.29578 0.37 0.46 -0.15 0.000